w) The following is a DFT calculation (wB97M-V/def2-TZVPD) of one molecule with the formula C4H6OS.

## Properties
Spin multiplicity: 1
HOMO level (spin up / spin down) in eV: -8.30 / -8.35
Total charge: 0
E_LUMO (spin up / spin down) in eV: -0.97 / -0.80

Element x y z (Å)
C -0.05963 -1.28188 -1.14656
C 1.06113 0.85789 -0.16293
C -0.82808 0.23023 1.47091
C -0.19228 0.11373 -0.75996
O 0.84296 -1.94651 -0.80451
S 0.29002 1.62609 1.27808
H -0.91083 -1.67237 -1.64494
H 1.66008 -0.02262 -0.09232
H 1.41480 1.57238 -0.87979
H -1.68143 0.53871 2.04756
H -0.53257 -0.71816 1.91361
H -1.06419 0.70251 -1.21915


x) The following is a DFT calculation (wB97M-V/def2-TZVPD) of C4H6OS as an isolated structure.

## Properties
Spin multiplicity: 1
HOMO level in eV: -8.99
Total charge: 0
E_LUMO in eV: 0.74

Element x y z (Å)
C -0.69938 -0.47274 1.03296
C 0.21506 -0.05903 0.12386
C -0.63597 0.37459 -1.00583
C 1.67297 -0.14814 0.18940
O -2.90561 0.78886 0.45313
S -2.12142 -0.31620 -0.04118
H -0.40289 -0.95103 1.91643
H -0.84115 1.45474 -1.11366
H -0.49834 -0.28603 -1.85379
H 2.24842 0.82555 0.03275
H 2.01046 -0.52663 -0.83369
H 1.95785 -0.68395 1.09963


y) The following is a DFT calculation (wB97M-V/def2-TZVPD) of one molecule with the formula C4H6OS.

## Properties
Spin multiplicity: 1
HOMO level in eV: -9.37
Total charge: 0
E_LUMO in eV: 0.73

Element x y z (Å)
C -0.76771 1.82447 -0.22672
C -0.81807 0.58055 0.53065
S -1.26600 -1.03192 -0.20686
C 0.31313 -0.46936 0.47792
C 1.45953 -0.19584 -0.39148
O 2.56060 -0.01447 0.09079
H -0.35681 1.74200 -1.22968
H -1.71973 2.36554 -0.27880
H -0.13396 2.45686 0.34731
H -1.11174 0.79940 1.53406
H 0.63252 -1.02880 1.34209
H 1.33969 -0.14738 -1.47374


z) The following is a DFT calculation (wB97M-V/def2-TZVPD) of one molecule with the formula C4H6OS.

## Properties
Spin multiplicity: 1
HOMO level in eV: -9.03
Total charge: 0
E_LUMO in eV: 0.93

Element x y z (Å)
C -1.32230 -0.53112 0.81118
O -1.69861 0.23442 -0.37414
C -0.65785 -0.67167 -0.50117
C 0.58935 -0.04868 -0.74343
C 1.42322 0.94845 0.24566
S 2.00568 -0.73011 0.09888
H -0.85440 0.20955 1.47606
H -2.22794 -1.06037 1.17746
H -0.87575 -1.51726 -1.13044
H 0.76809 0.22744 -1.83076
H 0.80689 1.25375 1.00937
H 2.04361 1.68561 -0.23867


Most stable structure: y)


w) The following is a DFT calculation (wB97M-V/def2-TZVPD) of one molecule with the formula C4H6OS.

## Properties
Spin multiplicity: 1
HOMO level in eV: -8.80
Total charge: 0
E_LUMO in eV: -0.24

Element x y z (Å)
C -1.32622 -0.14542 0.83443
C -0.18547 0.82378 0.58830
S 0.06722 2.09657 1.56859
C 0.62375 0.53330 -0.59980
C 1.17892 -0.81522 -0.92216
O 0.04725 -0.28599 -1.60178
H -1.95230 0.19942 1.66784
H -0.96767 -1.11172 1.09333
H -1.94486 -0.27013 -0.08020
H 1.22193 1.37734 -0.88096
H 2.16101 -0.74855 -1.38417
H 1.07645 -1.65336 -0.28342


x) The following is a DFT calculation (wB97M-V/def2-TZVPD) of one molecule with the formula C4H6OS.

## Properties
Spin multiplicity: 1
HOMO level in eV: -8.92
Total charge: 0
E_LUMO in eV: -0.46

Element x y z (Å)
S 3.14039 -0.04090 0.02096
C 1.65367 -0.61790 -0.29801
C 0.41473 -0.32502 0.48402
C -0.32853 0.89003 0.08843
C -1.48110 -0.00679 -0.25388
O -0.72694 -1.16866 0.19021
H 1.35344 -1.41780 -0.91246
H 0.71351 -0.55894 1.56024
H 0.04741 1.51133 -0.75123
H -0.51452 1.61088 0.91283
H -2.43406 0.16435 0.26915
H -1.83800 -0.04057 -1.31027


Most stable structure: w)